No. 1
Entry from OMol25: 2 unconnected molecules or ions with the total composition C24H25N2O (ωB97M-V/def2-TZVPD).

Element x y z (Å)
C 5.3799 -2.4762 2.4091
O 5.0647 -1.0734 2.5390
C 3.7807 -0.6506 2.4392
C 3.5358 0.7167 2.7458
C 2.2521 1.1805 2.8537
C 1.1288 0.3218 2.6201
C -0.1654 0.8012 2.8964
C -1.3743 0.0668 2.7898
C -2.5941 0.7313 2.4611
C -3.7751 0.0228 2.3131
C -3.8168 -1.3658 2.5229
C -5.1145 -2.1056 2.4332
C -2.6372 -2.0314 2.8754
C -1.4505 -1.3378 3.0390
C 1.4099 -0.9887 2.1136
C 2.6946 -1.4944 2.0952
H 6.4639 -2.5119 2.5183
H 4.9020 -3.0680 3.2008
H 5.0889 -2.8631 1.4247
H 4.3986 1.3511 2.9303
H 2.0660 2.2164 3.1408
H -0.2520 1.8413 3.2139
H -2.5666 1.8128 2.3116
H -4.6973 0.5363 2.0365
H -4.9431 -3.1843 2.3799
H -5.7526 -1.9156 3.3062
H -5.6866 -1.7936 1.5541
H -2.6681 -3.1136 3.0278
H -0.5631 -1.8664 3.3833
H 0.5956 -1.6135 1.7555
H 2.8783 -2.5370 1.8255
C 2.1746 6.6597 1.5639
C 2.5350 6.8256 2.9103
C 1.8706 6.1058 3.9067
C 0.8436 5.2185 3.5380
C 0.0806 4.5047 4.5651
N -0.6704 3.4392 4.3760
C -1.4449 3.2338 5.5996
C -0.8889 4.2091 6.6412
N 0.0522 4.9590 5.8431
C 0.4769 5.0470 2.1889
C 1.1294 5.7940 1.2027
H 2.7160 7.2077 0.7912
H 3.3355 7.5113 3.1906
H 2.1483 6.2255 4.9557
H -2.5001 3.4903 5.4112
H -1.4002 2.1852 5.9134
H -1.6681 4.8611 7.0430
H -0.3769 3.6922 7.4556
H 0.4574 5.8333 6.1464
H -0.3260 4.3476 1.9416
H 0.8247 5.6977 0.1584

Its total charge is +1. The value obtained for the LUMO energy is -4.808 eV. Its calculated total energy is -1114.0376 Ha. Its orbital gap is 5.92 eV.

Charge distribution, natural (NBO) scheme, values in e: number 1, C, carries -0.265; number 2, O, carries -0.453; number 3, C, carries 0.436; number 4, C, carries -0.283; number 5, C, carries -0.087; number 6, C, carries -0.117; number 7, C, carries 0.057; number 8, C, carries -0.099; number 9, C, carries -0.134; number 10, C, carries -0.218; number 11, C, carries 0.078; number 12, C, carries -0.649; number 13, C, carries -0.224; number 14, C, carries -0.154; number 15, C, carries -0.100; number 16, C, carries -0.318; number 17, H, carries 0.225; number 18, H, carries 0.196; number 19, H, carries 0.193; number 20, H, carries 0.251; number 21, H, carries 0.242; number 22, H, carries 0.279; number 23, H, carries 0.236; number 24, H, carries 0.231; number 25, H, carries 0.228; number 26, H, carries 0.245; number 27, H, carries 0.237; number 28, H, carries 0.229; number 29, H, carries 0.223; number 30, H, carries 0.236; number 31, H, carries 0.242; number 32, C, carries -0.189; number 33, C, carries -0.207; number 34, C, carries -0.200; number 35, C, carries -0.058; number 36, C, carries 0.430; number 37, N, carries -0.583; number 38, C, carries -0.246; number 39, C, carries -0.233; number 40, N, carries -0.603; number 41, C, carries -0.189; number 42, C, carries -0.210; number 43, H, carries 0.227; number 44, H, carries 0.227; number 45, H, carries 0.213; number 46, H, carries 0.195; number 47, H, carries 0.197; number 48, H, carries 0.204; number 49, H, carries 0.195; number 50, H, carries 0.410; number 51, H, carries 0.229; number 52, H, carries 0.226

***

No. 2
Entry from OMol25: a molecular structure, C24H25N3O3S2Ta (ωB97M-V/def2-TZVPD).

Element x y z (Å)
Ta -0.3435 -0.0613 -0.3865
C -5.5956 -1.1625 1.2874
C -4.2369 -1.4777 0.7972
C -3.1608 -1.5220 1.6965
C -1.9152 -1.9671 1.3010
C -1.6551 -2.3040 -0.0622
C -2.7554 -2.2640 -0.9609
C -4.0003 -1.8492 -0.5354
H -5.9539 -2.0009 1.8927
H -6.3059 -1.0027 0.4808
H -5.5905 -0.2951 1.9454
H -3.3478 -1.2891 2.7347
H -1.1640 -2.1858 2.0498
H -0.8563 -3.0156 -0.2748
H -2.6332 -2.6543 -1.9637
H -4.8348 -1.8725 -1.2194
C -3.6198 2.1514 -4.6611
S -3.9231 2.1384 -2.8793
C -2.5637 1.3125 -2.2737
S -2.4713 1.1689 -0.4985
N -1.6458 0.8514 -3.0715
N -0.5872 0.2295 -2.5686
C 0.3746 -0.0832 -3.3998
C 1.5463 -0.7257 -2.8793
C 2.6625 -1.0351 -3.6663
C 3.7597 -1.6454 -3.0791
C 3.7263 -1.9232 -1.7147
C 2.5948 -1.5795 -0.9913
N 1.5327 -0.9998 -1.5517
H -4.5845 2.1268 -5.1593
H -3.0151 1.2915 -4.9223
H -3.1136 3.0750 -4.9245
H 0.3000 0.1739 -4.4511
H 2.6631 -0.7962 -4.7179
H 4.6214 -1.9083 -3.6752
H 4.5602 -2.3977 -1.2220
H 2.5247 -1.7842 0.0704
C 3.3028 -1.1966 5.4198
O 3.5394 0.0934 4.8817
C 2.9268 0.5876 3.8504
C 3.3406 1.8888 3.4522
C 2.8107 2.4918 2.3560
C 1.8448 1.8550 1.5289
C 1.3903 2.4405 0.3136
C 1.6842 3.8534 -0.0386
O 0.7022 1.7890 -0.5506
C 1.3789 0.5653 1.9748
O 0.4207 -0.0148 1.2616
C 1.9045 -0.0394 3.1019
H 4.1014 -1.3631 6.1441
H 3.3362 -1.9720 4.6528
H 2.3410 -1.2268 5.9364
H 4.1107 2.3702 4.0346
H 3.1518 3.4756 2.0824
H 2.6859 4.1635 0.2374
H 0.9894 4.4992 0.5015
H 1.5257 4.0204 -1.1012
H 1.5188 -0.9983 3.4144

Its total charge is +3. The value obtained for the LUMO energy is -11.235 eV. Its calculated total energy is -2172.0170 Ha. Its orbital gap is 5.73 eV.

Charge distribution, natural (NBO) scheme, values in e: number 1, Ta, carries 2.268; number 2, C, carries -0.671; number 3, C, carries 0.121; number 4, C, carries -0.194; number 5, C, carries -0.163; number 6, C, carries -0.516; number 7, C, carries -0.107; number 8, C, carries -0.162; number 9, H, carries 0.278; number 10, H, carries 0.249; number 11, H, carries 0.256; number 12, H, carries 0.254; number 13, H, carries 0.248; number 14, H, carries 0.289; number 15, H, carries 0.250; number 16, H, carries 0.246; number 17, C, carries -0.741; number 18, S, carries 0.493; number 19, C, carries -0.072; number 20, S, carries 0.020; number 21, N, carries -0.362; number 22, N, carries -0.391; number 23, C, carries 0.164; number 24, C, carries 0.127; number 25, C, carries -0.155; number 26, C, carries -0.081; number 27, C, carries -0.194; number 28, C, carries 0.090; number 29, N, carries -0.551; number 30, H, carries 0.273; number 31, H, carries 0.256; number 32, H, carries 0.258; number 33, H, carries 0.261; number 34, H, carries 0.268; number 35, H, carries 0.274; number 36, H, carries 0.274; number 37, H, carries 0.224; number 38, C, carries -0.272; number 39, O, carries -0.407; number 40, C, carries 0.450; number 41, C, carries -0.242; number 42, C, carries -0.071; number 43, C, carries -0.286; number 44, C, carries 0.637; number 45, C, carries -0.713; number 46, O, carries -0.706; number 47, C, carries 0.342; number 48, O, carries -0.728; number 49, C, carries -0.317; number 50, H, carries 0.248; number 51, H, carries 0.189; number 52, H, carries 0.208; number 53, H, carries 0.273; number 54, H, carries 0.247; number 55, H, carries 0.265; number 56, H, carries 0.288; number 57, H, carries 0.265; number 58, H, carries 0.246

***

No. 3
Entry from OMol25: C24H25N3O4S in the gas phase (ωB97M-V/def2-TZVPD).

Element x y z (Å)
C 2.0570 0.8314 4.6930
C 3.2427 0.8442 3.6061
O 3.8464 -0.4639 3.3307
C 3.4778 -0.9857 2.2667
O 3.0847 -0.2543 1.4573
N 3.8002 -2.4222 1.9673
C 3.2954 -3.1235 0.8329
C 1.9986 -3.8630 1.2567
N 1.3497 -3.5789 2.4972
C 0.5811 -2.5400 2.4733
O 0.3941 -1.6025 3.4512
C -0.2997 -2.2166 1.2036
C -1.3238 -3.0498 0.6730
C -1.9474 -2.7003 -0.2608
C -1.5743 -1.4820 -1.0845
C -0.5890 -0.7866 -0.6031
C 0.2136 -1.0751 0.3568
N -0.2682 0.1646 -1.3012
C -0.8603 0.7018 -2.4795
O -0.3324 1.8361 -3.1560
C -2.2736 0.3154 -2.8368
C -3.3594 1.0564 -3.1248
C -3.4162 2.3119 -3.7871
C -4.8807 2.9557 -3.6500
C -5.1735 4.2170 -3.8031
C -4.2463 5.0357 -4.1829
C -2.7421 4.9514 -3.9622
C -1.6621 5.9106 -4.1471
C -2.5562 3.4925 -3.8052
S -2.5429 -1.4603 -2.4812
C 2.3765 -3.6603 3.6429
C 3.7032 -3.0898 3.1255
H 1.7212 1.9565 4.8512
H 2.2099 0.3290 5.7204
H 1.3964 0.2511 4.2342
H 2.9647 1.2668 2.6222
H 4.2107 1.2699 4.1037
H 3.9374 -3.6540 0.2458
H 2.8727 -2.1734 0.1948
H 1.2380 -3.9597 0.4205
H 2.2950 -4.9841 1.4142
H -1.6059 -3.8878 1.5127
H -2.6559 -3.4199 -0.7157
H 1.0049 -0.3148 0.8230
H 0.8102 0.6442 -1.2353
H -4.1775 0.4559 -3.3660
H -5.6453 2.0628 -3.6399
H -6.0865 4.4784 -4.0935
H -4.4778 6.1724 -4.3163
H -0.7201 5.4007 -4.0719
H -1.9972 6.1673 -5.1931
H -1.7362 6.5648 -3.5509
H -1.6526 3.2159 -3.4976
H 2.2290 -4.6444 3.9132
H 1.9595 -2.9555 4.5085
H 4.2688 -2.5780 4.0244
H 4.2635 -3.9342 2.9229

The value obtained for the LUMO energy is -0.419 eV. Its SMILES is CCOC(=O)N1CCN(C(=O)c2ccc3c(c2)NC(=O)/C(=C\c2cccc(C)c2)S3)CC1. Its calculated total energy is -1792.3703 Ha. Its orbital gap is 7.03 eV.

Charge distribution, natural (NBO) scheme, values in e: number 1, C, carries -0.625; number 2, C, carries -0.089; number 3, O, carries -0.508; number 4, C, carries 0.922; number 5, O, carries -0.661; number 6, N, carries -0.460; number 7, C, carries -0.237; number 8, C, carries -0.248; number 9, N, carries -0.430; number 10, C, carries 0.670; number 11, O, carries -0.688; number 12, C, carries -0.025; number 13, C, carries -0.253; number 14, C, carries -0.177; number 15, C, carries -0.239; number 16, C, carries 0.074; number 17, C, carries -0.237; number 18, N, carries -0.542; number 19, C, carries 0.614; number 20, O, carries -0.658; number 21, C, carries -0.229; number 22, C, carries -0.172; number 23, C, carries -0.092; number 24, C, carries -0.087; number 25, C, carries -0.358; number 26, C, carries -0.116; number 27, C, carries 0.017; number 28, C, carries -0.606; number 29, C, carries -0.143; number 30, S, carries 0.364; number 31, C, carries -0.246; number 32, C, carries -0.251; number 33, H, carries 0.218; number 34, H, carries 0.216; number 35, H, carries 0.231; number 36, H, carries 0.239; number 37, H, carries 0.192; number 38, H, carries 0.215; number 39, H, carries 0.235; number 40, H, carries 0.250; number 41, H, carries 0.189; number 42, H, carries 0.220; number 43, H, carries 0.217; number 44, H, carries 0.281; number 45, H, carries 0.435; number 46, H, carries 0.214; number 47, H, carries 0.191; number 48, H, carries 0.223; number 49, H, carries 0.183; number 50, H, carries 0.233; number 51, H, carries 0.234; number 52, H, carries 0.191; number 53, H, carries 0.215; number 54, H, carries 0.213; number 55, H, carries 0.251; number 56, H, carries 0.240; number 57, H, carries 0.188

***

No. 4
Entry from OMol25: C24H25N3O4S in the gas phase (ωB97M-V/def2-TZVPD).

Element x y z (Å)
C -2.4898 -4.5515 0.6900
C -2.6031 -3.1239 1.2039
O -3.7158 -2.4482 0.6223
C -3.4892 -1.8369 -0.5544
O -2.4140 -1.7993 -1.1075
N -4.6267 -1.3060 -1.0874
C -4.4672 -0.4353 -2.2318
C -4.1006 0.9868 -1.7391
N -4.5482 1.1350 -0.3708
C -3.7083 1.1687 0.7047
O -4.0948 0.9105 1.8292
C -2.3020 1.5938 0.4471
C -1.9859 2.7614 -0.2442
C -0.6648 3.1258 -0.4064
C 0.3542 2.3335 0.1082
C 0.0473 1.1759 0.8261
C -1.2871 0.8251 0.9955
N 1.0350 0.4051 1.4168
C 2.3857 0.4203 1.2055
O 3.1135 -0.2683 1.8898
C 2.8874 1.3113 0.1354
C 4.0273 1.1134 -0.5446
C 4.8771 -0.0679 -0.5003
C 4.3492 -1.3570 -0.4986
C 5.1954 -2.4485 -0.4886
C 6.5678 -2.2721 -0.4791
C 7.1161 -0.9947 -0.4979
C 8.6026 -0.8036 -0.4764
C 6.2614 0.0954 -0.5227
S 2.0240 2.8404 -0.1256
C -5.8662 0.5718 -0.1544
C -5.7799 -0.9686 -0.2763
H -2.2949 -4.5432 -0.3796
H -3.4133 -5.0937 0.8777
H -1.6709 -5.0565 1.1942
H -2.7908 -3.1035 2.2797
H -1.6884 -2.5691 0.9697
H -5.4094 -0.4363 -2.7840
H -3.6751 -0.8352 -2.8641
H -3.0211 1.1243 -1.7824
H -4.5833 1.7451 -2.3654
H -2.7719 3.3876 -0.6374
H -0.4032 4.0300 -0.9334
H -1.5409 -0.0562 1.5654
H 0.7285 -0.2675 2.1097
H 4.3614 1.9080 -1.2019
H 3.2798 -1.4999 -0.5268
H 4.7821 -3.4464 -0.4903
H 7.2219 -3.1322 -0.4647
H 8.8764 0.1719 -0.8707
H 8.9696 -0.8706 0.5481
H 9.1003 -1.5743 -1.0611
H 6.6723 1.0955 -0.5353
H -6.5407 0.9934 -0.9031
H -6.2021 0.8573 0.8423
H -5.6549 -1.4233 0.7045
H -6.6820 -1.3705 -0.7483

The value obtained for the LUMO energy is 0.213 eV. Its SMILES is CCOC(=O)N1CCN(C(=O)c2ccc3c(c2)NC(=O)/C(=C\c2cccc(C)c2)S3)CC1. Its calculated total energy is -1793.0296 Ha. Its orbital gap is 8.15 eV.

Charge distribution, natural (NBO) scheme, values in e: number 1, C, carries -0.633; number 2, C, carries -0.069; number 3, O, carries -0.521; number 4, C, carries 0.895; number 5, O, carries -0.664; number 6, N, carries -0.447; number 7, C, carries -0.239; number 8, C, carries -0.234; number 9, N, carries -0.434; number 10, C, carries 0.672; number 11, O, carries -0.614; number 12, C, carries -0.128; number 13, C, carries -0.201; number 14, C, carries -0.205; number 15, C, carries -0.222; number 16, C, carries 0.216; number 17, C, carries -0.204; number 18, N, carries -0.608; number 19, C, carries 0.640; number 20, O, carries -0.575; number 21, C, carries -0.282; number 22, C, carries -0.120; number 23, C, carries -0.080; number 24, C, carries -0.182; number 25, C, carries -0.186; number 26, C, carries -0.215; number 27, C, carries -0.017; number 28, C, carries -0.629; number 29, C, carries -0.151; number 30, S, carries 0.333; number 31, C, carries -0.245; number 32, C, carries -0.231; number 33, H, carries 0.222; number 34, H, carries 0.210; number 35, H, carries 0.216; number 36, H, carries 0.190; number 37, H, carries 0.196; number 38, H, carries 0.196; number 39, H, carries 0.248; number 40, H, carries 0.236; number 41, H, carries 0.196; number 42, H, carries 0.222; number 43, H, carries 0.224; number 44, H, carries 0.223; number 45, H, carries 0.416; number 46, H, carries 0.215; number 47, H, carries 0.212; number 48, H, carries 0.211; number 49, H, carries 0.208; number 50, H, carries 0.214; number 51, H, carries 0.222; number 52, H, carries 0.216; number 53, H, carries 0.198; number 54, H, carries 0.195; number 55, H, carries 0.250; number 56, H, carries 0.246; number 57, H, carries 0.196

***

Sequential energy above the lowest of the compared OMol25 structures with the same formula, charge and spin output: 80.9 90.1 1839.3 108.3 kJ/mol
Sequential HOMO output: -0.3941 -0.6235 -0.2739 -0.2918 Eh